Entry 1:
Here is 3 unconnected molecules or ions with the total composition CH9N2O2 in a non-equilibrium geometry from OMol25. Energies are from ωB97M-V/def2-TZVPD.

Values from the calculation:
- Kohn-Sham gap: 9.4748 eV
- Charge: +1
- LUMO level: -4.1 eV
- Energy relative to the best compared isomer or geometry (same formula, charge and spin): 1.242 eV

Last column: natural (NBO) charge in e.
Positions of all 14 atoms, in Å:
N1 -0.92 0.24 -2.11  -0.70
C1 -0.98 -0.68 -1.19  0.41
N2 -1.75 -0.63 -0.10  -0.72
H1 -0.14 0.29 -2.76  0.44
H2 -1.66 0.85 -2.48  0.44
H3 -0.17 -1.39 -1.11  0.23
H4 -1.52 -1.27 0.67  0.46
H5 -2.72 -0.42 -0.22  0.42
H6 4.21 2.85 1.16  0.46
H7 5.35 2.52 0.27  0.47
O1 4.56 3.07 0.29  -0.93
H8 -1.00 -1.71 3.11  0.50
H9 -2.27 -2.50 2.70  0.50
O2 -1.48 -2.07 2.36  -0.97



Entry 2:
Here is 3 unconnected molecules or ions with the total composition CH9N3O2 from OMol25. Energies are from ωB97M-V/def2-TZVPD.

Values from the calculation:
- Kohn-Sham gap: 9.9795 eV
- LUMO level: 0.7 eV
- SMILES: N=C(N)N.O.O
- Energy relative to the best compared isomer or geometry (same formula, charge and spin): 0.482 eV

Last column: natural (NBO) charge in e.
Positions of all 15 atoms, in Å:
N1 -0.19 -0.78 0.53  -0.84
C1 -1.25 -0.50 -0.13  0.60
N2 -1.75 0.79 -0.30  -0.83
N3 -1.97 -1.52 -0.68  -0.82
H1 0.16 0.07 0.98  0.33
H2 -1.60 1.29 0.56  0.39
H3 -2.68 0.97 -0.66  0.38
H4 -2.87 -1.38 -1.10  0.39
H5 -1.69 -2.46 -0.46  0.41
O1 1.63 2.20 0.84  -0.94
H6 2.38 2.62 1.28  0.47
H7 1.88 1.26 0.85  0.47
O2 2.66 -0.60 -0.30  -0.96
H8 1.76 -0.56 0.07  0.48
H9 2.65 -1.50 -0.64  0.47



Entry 3:
Here is 2 unconnected molecules or ions with the total composition CH9N4 in a non-equilibrium geometry from OMol25. Energies are from ωB97M-V/def2-TZVPD.

Values from the calculation:
- Kohn-Sham gap: 11.4183 eV
- Charge: +1
- LUMO level: -3.2 eV
- Energy relative to the best compared isomer or geometry (same formula, charge and spin): 3.828 eV

Last column: natural (NBO) charge in e.
Positions of all 14 atoms, in Å:
C1 -1.93 0.14 0.54  -0.40
N1 -1.34 -0.69 -0.51  -0.74
N2 1.23 0.22 -0.57  -0.48
N3 2.04 -0.22 0.25  0.11
N4 3.33 0.15 0.25  -0.59
H1 -1.89 1.11 0.08  0.22
H2 -2.88 -0.12 0.82  0.23
H3 -1.75 -0.74 -1.43  0.42
H4 -0.21 -0.31 -0.60  0.45
H5 1.57 0.86 -1.34  0.34
H6 -1.18 0.12 1.38  0.23
H7 4.03 0.50 -0.41  0.41
H8 -1.34 -1.69 -0.22  0.42
H9 3.73 -0.25 1.02  0.39



Entry 4:
Here is 2 unconnected molecules or ions with the total composition CH9N5O in a non-equilibrium geometry from OMol25. Energies are from ωB97M-V/def2-TZVPD.

Values from the calculation:
- Kohn-Sham gap: 9.4700 eV
- LUMO level: 0.8 eV
- SMILES: NNC(N)=O.NN
- Energy relative to the best compared isomer or geometry (same formula, charge and spin): 0.766 eV

Last column: natural (NBO) charge in e.
Positions of all 16 atoms, in Å:
N1 0.89 1.77 -0.52  -0.64
N2 0.75 0.85 0.54  -0.52
C1 1.06 -0.52 0.44  0.75
N3 1.48 -0.93 -0.82  -0.85
O1 1.27 -1.15 1.46  -0.63
H1 1.74 1.58 -1.05  0.35
H2 0.09 1.68 -1.14  0.36
H3 0.98 1.26 1.44  0.40
H4 0.93 -0.60 -1.60  0.39
H5 1.64 -1.93 -0.85  0.40
N4 -1.67 -0.71 -0.28  -0.70
N5 -2.09 0.37 0.52  -0.69
H6 -2.48 -1.30 -0.51  0.36
H7 -0.92 -1.29 0.23  0.32
H8 -2.54 0.06 1.38  0.32
H9 -1.14 0.85 0.78  0.36



Entry 5:
Here is 4 unconnected molecules or ions with the total composition CH9NO3 in a non-equilibrium geometry from OMol25. Energies are from ωB97M-V/def2-TZVPD.

Values from the calculation:
- Kohn-Sham gap: 11.3493 eV
- LUMO level: 0.8 eV
- SMILES: C=N.O.O.O
- Energy relative to the best compared isomer or geometry (same formula, charge and spin): 0.637 eV

Last column: natural (NBO) charge in e.
Positions of all 14 atoms, in Å:
C1 -0.06 -0.29 2.45  0.00
N1 -0.84 -0.47 1.49  -0.65
H1 0.75 -0.99 2.69  0.16
H2 -0.08 0.53 3.17  0.15
H3 -1.39 0.35 1.23  0.38
O1 -0.63 2.10 -0.40  -0.98
H4 -0.73 3.04 -0.32  0.48
H5 0.25 1.75 -0.26  0.50
O2 0.05 -1.89 -0.82  -1.00
H6 -0.43 -2.72 -0.94  0.48
H7 -0.39 -1.43 -0.08  0.50
O3 1.38 0.36 -2.05  -0.97
H8 1.13 -0.50 -1.67  0.49
H9 0.69 0.40 -2.73  0.47



Entry 6:
Here is a molecular structure, CH9NO4 in a non-equilibrium geometry from OMol25. Energies are from ωB97M-V/def2-TZVPD.

Values from the calculation:
- Kohn-Sham gap (spin up / spin down): 3.1128 / 7.9185 eV
- Multiplicity: 2
- Charge: -1
- LUMO level (spin up / spin down): 3.9 / 3.8 eV
- Energy relative to the best compared isomer or geometry (same formula, charge and spin): 0.897 eV

Last column: natural (NBO) charge in e.
Positions of all 15 atoms, in Å:
C1 0.50 0.46 1.80  0.14
N1 1.27 -0.15 0.74  -0.95
O1 -0.44 1.19 1.43  -0.82
H1 1.01 0.47 2.77  0.07
H2 1.81 -1.00 0.71  0.36
H3 0.90 0.14 -0.16  0.38
H4 -2.52 -0.36 0.74  0.44
H5 -1.09 0.19 0.94  0.47
O2 -1.61 -0.64 0.80  -1.02
H6 0.30 0.21 -2.45  0.49
H7 1.00 1.45 -2.78  0.44
O3 1.08 0.70 -2.18  -0.96
H8 -0.42 -2.19 -1.41  0.47
H9 -1.24 -1.01 -0.94  0.51
O4 -0.84 -1.38 -1.74  -1.01



Entry 7:
Here is 4 unconnected molecules or ions with the total composition CH9NO4 in a non-equilibrium geometry from OMol25. Energies are from ωB97M-V/def2-TZVPD.

Values from the calculation:
- Kohn-Sham gap: 11.2980 eV
- LUMO level: 0.6 eV
- SMILES: NC=O.O.O.O
- Energy relative to the best compared isomer or geometry (same formula, charge and spin): 1.492 eV

Last column: natural (NBO) charge in e.
Positions of all 15 atoms, in Å:
N1 -1.45 1.24 -2.21  -0.77
C1 -0.26 0.61 -2.37  0.56
O1 0.66 0.41 -1.58  -0.65
H1 -1.99 1.57 -2.97  0.40
H2 -1.55 1.74 -1.46  0.38
H3 -0.13 0.23 -3.36  0.11
O2 2.13 0.01 0.77  -1.00
H4 2.91 0.43 0.30  0.48
H5 1.52 0.03 -0.05  0.51
O3 -1.56 -2.21 1.51  -0.99
H6 -1.32 -3.19 1.27  0.49
H7 -0.86 -1.55 1.67  0.50
O4 0.28 0.06 2.94  -0.97
H8 0.72 0.84 3.31  0.47
H9 0.88 -0.22 2.25  0.49



Entry 8:
Here is 4 unconnected molecules or ions with the total composition CH9NO4 from OMol25. Energies are from ωB97M-V/def2-TZVPD.

Values from the calculation:
- Kohn-Sham gap: 10.7220 eV
- LUMO level: 0.6 eV
- SMILES: NC=O.O.O.O
- Energy relative to the best compared isomer or geometry (same formula, charge and spin): 0.852 eV

Last column: natural (NBO) charge in e.
Positions of all 15 atoms, in Å:
N1 1.23 -2.24 0.55  -0.82
C1 2.10 -1.20 0.42  0.55
O1 2.40 -0.68 -0.63  -0.63
H1 0.80 -2.55 -0.30  0.39
H2 0.57 -2.23 1.32  0.41
H3 2.53 -0.92 1.39  0.11
O2 -2.73 3.82 -0.65  -0.94
H4 -2.98 4.14 0.23  0.47
H5 -1.83 4.12 -0.83  0.48
O3 -1.56 -1.42 1.53  -0.96
H6 -2.00 -0.57 1.54  0.49
H7 -2.20 -2.08 1.81  0.47
O4 -0.15 0.91 -1.23  -0.96
H8 0.75 0.53 -1.24  0.49
H9 -0.51 0.66 -2.08  0.46



Entry 9:
Here is 4 unconnected molecules or ions with the total composition CH9NO4 in a non-equilibrium geometry from OMol25. Energies are from ωB97M-V/def2-TZVPD.

Values from the calculation:
- Kohn-Sham gap: 10.7131 eV
- LUMO level: 0.4 eV
- SMILES: NC=O.O.O.O
- Energy relative to the best compared isomer or geometry (same formula, charge and spin): 1.211 eV

Last column: natural (NBO) charge in e.
Positions of all 15 atoms, in Å:
N1 -0.57 -0.83 0.77  -0.90
C1 -1.65 -0.24 1.41  0.53
O1 -2.72 -0.75 1.59  -0.55
H1 -0.77 -1.64 0.20  0.38
H2 0.36 -0.90 1.20  0.42
H3 -1.47 0.85 1.42  0.11
O2 -0.64 1.32 -2.05  -0.96
H4 -0.88 0.76 -1.30  0.48
H5 -1.48 1.45 -2.50  0.48
O3 2.17 0.21 0.92  -0.95
H6 2.46 -0.14 0.05  0.49
H7 2.73 -0.32 1.48  0.46
O4 2.37 0.15 -1.84  -0.95
H8 2.22 -0.80 -1.94  0.46
H9 1.53 0.55 -2.08  0.50



Entry 10:
Here is 4 unconnected molecules or ions with the total composition CH9NO4 in a non-equilibrium geometry from OMol25. Energies are from ωB97M-V/def2-TZVPD.

Values from the calculation:
- Kohn-Sham gap: 10.0653 eV
- LUMO level: 0.3 eV
- SMILES: NC=O.O.O.O
- Energy relative to the best compared isomer or geometry (same formula, charge and spin): 1.665 eV

Last column: natural (NBO) charge in e.
Positions of all 15 atoms, in Å:
N1 -1.37 -0.75 -2.43  -0.89
C1 -1.72 -1.34 -1.22  0.49
O1 -1.72 -2.56 -1.14  -0.61
H1 -1.30 -1.34 -3.32  0.42
H2 -1.18 0.37 -2.38  0.43
H3 -2.24 -0.66 -0.55  0.12
O2 2.52 1.01 4.31  -0.96
H4 1.94 0.70 5.04  0.48
H5 2.44 0.48 3.50  0.48
O3 -0.62 2.01 -1.85  -0.94
H6 0.36 2.06 -1.84  0.49
H7 -0.87 2.04 -0.93  0.48
O4 1.34 -0.34 0.75  -0.95
H8 0.51 -0.81 0.71  0.48
H9 1.92 -0.87 1.35  0.47



Entry 11:
Here is 4 unconnected molecules or ions with the total composition CH9NO5 in a non-equilibrium geometry from OMol25. Energies are from ωB97M-V/def2-TZVPD.

Values from the calculation:
- Kohn-Sham gap: 10.3198 eV
- LUMO level: 0.5 eV
- SMILES: NC(=O)O.O.O.O
- Energy relative to the best compared isomer or geometry (same formula, charge and spin): 1.107 eV

Last column: natural (NBO) charge in e.
Positions of all 16 atoms, in Å:
N1 -1.68 0.58 0.02  -0.86
C1 -1.00 -0.54 -0.23  0.88
O1 -1.06 -1.00 -1.35  -0.64
O2 -0.19 -1.00 0.74  -0.70
H1 -2.04 0.70 1.00  0.40
H2 -1.99 1.33 -0.66  0.43
H3 -0.65 -1.09 1.57  0.50
O3 1.54 1.62 0.11  -0.97
H4 2.15 2.30 -0.24  0.48
H5 1.66 0.88 -0.49  0.50
O4 1.61 -1.21 -1.90  -0.99
H6 0.66 -1.55 -2.02  0.51
H7 1.98 -1.69 -1.21  0.46
O5 -0.04 1.06 2.26  -0.98
H8 0.58 1.09 1.56  0.50
H9 0.50 1.55 2.93  0.47



Entry 12:
Here is 4 unconnected molecules or ions with the total composition CH9O3S in a non-equilibrium geometry from OMol25. Energies are from ωB97M-V/def2-TZVPD.

Values from the calculation:
- Kohn-Sham gap (spin up / spin down): 2.0059 / 5.8683 eV
- Multiplicity: 2
- Charge: -2
- LUMO level (spin up / spin down): 5.9 / 5.9 eV
- Energy relative to the best compared isomer or geometry (same formula, charge and spin): 0.000 eV

Last column: natural (NBO) charge in e.
Positions of all 14 atoms, in Å:
C1 -1.25 0.53 -1.07  -0.83
S1 -0.69 -1.10 -0.47  -0.78
H1 -2.09 0.23 -1.67  0.18
H2 -0.61 1.16 -1.72  0.16
H3 -1.43 1.11 -0.18  0.16
H4 1.37 -0.53 2.51  0.44
H5 0.35 -1.11 1.61  0.51
O1 1.17 -1.41 2.13  -1.00
H6 2.75 0.52 -3.09  0.42
H7 3.11 1.99 -2.46  0.25
O2 3.44 1.19 -2.94  -1.50
H8 -2.11 -1.66 2.61  0.48
H9 -2.14 -0.20 1.98  0.49
O3 -1.88 -0.73 2.74  -0.98



Question: Number 7 is which compound?
Answer: CH9NO4